[1]
Molecular formula: C5H6N
Method: DFT, wB97M-V/def2-TZVPD

Summary:
- charge = +1
- energy relative to the best compared isomer or geometry (same formula, charge and spin) (kcal per mole) = 183.0
- calculated total energy (eV) = -6757.2430

Each line ends with the natural charge from an NBO analysis.
Element x y z (Å)
C (-1.29640, -0.35925, 1.46414)  0.086
C (-0.17087, 0.86929, -2.05377)  -0.005
C (-1.01041, 0.39596, -1.04916)  -0.416
C (-0.76655, -0.06104, 0.22581)  0.186
C (1.64124, -0.72115, 1.23059)  -0.206
N (-1.43063, -0.84859, 2.51688)  -0.097
H (-0.69641, 1.32359, -2.94064)  0.271
H (0.92236, 0.76082, -1.74514)  0.236
H (-2.11889, 0.65064, -1.24169)  0.251
H (1.06286, -0.52480, 2.18458)  0.241
H (1.95946, 0.22751, 0.65329)  0.214
H (1.90425, -1.71299, 0.75512)  0.239

Forces on the atoms, in the same order (eV/Å):
C 0.049 -0.342 -0.578
C 0.189 -1.057 2.379
C -3.447 1.644 -1.007
C 3.341 -0.797 0.799
C -2.040 2.002 -2.026
N -0.431 0.506 -0.339
H 1.371 -0.467 0.830
H -1.280 0.548 -1.471
H 1.479 -0.673 0.140
H 1.200 -0.777 -1.119
H 0.018 -1.764 1.368
H -0.449 1.177 1.023

=====

[2]
Molecular formula: C2H6NO
Method: DFT, wB97M-V/def2-TZVPD

Summary:
- charge = +1
- energy relative to the best compared isomer or geometry (same formula, charge and spin) (kcal per mole) = 43.4
- calculated total energy (eV) = -5699.6038
- structure (SMILES) = [NH3+][C@H]1CO1

Each line ends with the natural charge from an NBO analysis.
Element x y z (Å)
N (-1.16900, 0.38457, -0.15898)  -0.723
C (0.13434, 0.22919, 0.59388)  0.205
C (1.12126, -0.62056, -0.12096)  -0.151
O (1.14844, 0.79754, -0.10784)  -0.427
H (-1.49240, -0.68818, -0.37922)  0.471
H (-0.96690, 0.74786, -1.06811)  0.453
H (-1.99935, 0.92285, 0.18077)  0.468
H (0.02830, 0.20536, 1.65683)  0.237
H (1.92931, -0.95896, 0.53776)  0.223
H (1.26601, -1.01967, -1.13415)  0.244

Forces on the atoms, in the same order (eV/Å):
N -2.083 -3.858 -0.238
C -0.400 -1.213 -1.948
C 2.083 -0.041 0.687
O 0.259 1.911 0.532
H 0.423 3.294 0.781
H 0.494 0.565 -0.956
H 1.015 -0.468 0.387
H 0.019 0.449 0.532
H -0.468 -0.469 -0.109
H -1.341 -0.171 0.333

=====

[3]
Molecular formula: C3H7NO2S
Method: DFT, wB97M-V/def2-TZVPD

Summary:
- energy relative to the best compared isomer or geometry (same formula, charge and spin) (kcal per mole) = 137.3
- calculated total energy (eV) = -19639.6494

Each line ends with the natural charge from an NBO analysis.
Element x y z (Å)
O (0.68323, -0.80201, -1.12809)  -0.688
C (0.93973, -0.05448, 0.00303)  0.628
O (2.04411, 0.63296, 0.22972)  -0.453
C (0.06697, -0.58441, 1.19481)  -0.090
C (-0.32823, 0.72291, 0.60452)  -0.381
S (-1.98175, 0.70610, 0.02459)  -0.066
N (-0.69394, -1.76285, 0.94465)  -0.746
H (0.10248, -0.23452, -1.63813)  0.503
H (0.45505, -0.43634, 2.18145)  0.250
H (0.07287, 1.44414, 1.22680)  0.255
H (0.12748, 1.97343, -2.41774)  -0.031
H (-0.15290, 2.58507, -2.19467)  0.030
H (-1.28683, -1.60645, 0.11995)  0.403
H (-0.04825, -2.58354, 0.84910)  0.387

Forces on the atoms, in the same order (eV/Å):
O 0.938 1.146 0.312
C 7.603 0.402 -0.435
O -4.893 -3.144 -1.608
C -1.190 -0.094 -0.377
C -6.387 -1.995 2.445
S 2.081 0.822 -0.567
N 1.548 0.518 -0.036
H -0.269 -0.103 -0.715
H 0.871 -0.252 0.162
H 0.642 2.079 0.337
H 0.589 -1.119 -0.478
H -0.554 1.121 0.450
H 0.119 -0.378 0.513
H -1.099 0.997 -0.003